Entry 1:
C14H18BiCl2N2 | the ωB97M-V functional and the def2-TZVPD basis

## Properties
Energy above the lowest of the compared OMol25 structures with the same formula, charge and spin: 77.7 kJ/mol
Max |F|: 2.8 eV/A
LUMO: 2.899 eV
Net charge: -1
Total energy: -48674.836 eV
HOMO energy: -3.205 eV

```
37
Properties=species:S:1:pos:R:3:forces:R:3:nbo_charge:R:1
Bi 1.963040 -0.302185 -0.872683 1.400 -0.903 1.754 1.4218
Cl -0.045581 -1.992579 -0.942274 -0.996 -1.509 -0.362 -0.7500
Cl 2.012538 2.162328 -0.089992 0.678 1.328 0.784 -0.7175
C 3.802699 -1.355514 -0.805098 0.357 0.422 -1.445 -1.2807
H 4.769450 -0.798724 -0.765704 -0.648 -0.493 0.157 0.1936
H 3.820536 -2.180756 -1.573919 0.057 0.379 1.076 0.1924
C -0.596316 1.461588 -2.314273 -0.194 1.300 0.051 -0.1669
C 0.584268 0.979738 -2.644466 1.434 0.770 -2.225 -0.3258
H -0.609446 2.399467 -1.754618 -0.093 -0.184 -0.125 0.2177
C 0.787606 -0.224410 -3.559034 -0.642 -0.287 -0.859 -0.4873
H 1.462319 1.671955 -2.568551 -0.918 -0.745 0.229 0.2467
C -0.433655 -0.363343 -4.489836 -0.468 0.251 -0.080 -0.3849
H 1.684530 -0.056625 -4.161289 0.052 -0.046 0.089 0.2111
H 0.896677 -1.217105 -3.061769 -0.056 0.833 -0.224 0.2466
C -1.738007 -0.366280 -3.668093 -0.419 0.097 0.706 -0.4062
H -0.475345 0.451638 -5.227976 0.193 0.114 0.318 0.1846
H -0.385164 -1.271698 -5.114428 0.038 0.087 0.426 0.1980
C -1.853476 0.730513 -2.529324 -0.284 -0.943 -0.100 -0.4582
H -2.609615 -0.208190 -4.327935 0.349 -0.394 0.137 0.1896
H -1.817659 -1.335064 -3.145355 -0.108 0.266 -0.455 0.2266
H -2.774097 1.351090 -2.680060 0.963 -0.264 0.253 0.1994
H -1.902932 0.229419 -1.541460 -0.793 -0.207 -0.431 0.2488
N -0.738221 -1.903147 3.389000 -0.389 -0.467 0.639 -0.5643
C -0.231439 -1.820553 2.124982 0.915 2.109 0.560 0.2284
N 0.305420 -0.617522 1.908372 -0.556 -1.142 -0.406 -0.4674
C 0.071975 0.142675 3.043088 -0.568 -0.720 0.507 0.0874
C 0.239391 1.514590 3.291861 -0.041 -0.274 0.288 -0.2000
C -0.221824 2.017625 4.521427 0.239 -0.202 -0.459 -0.2432
C -0.826134 1.183037 5.484551 -0.001 -0.814 -0.195 -0.2316
C -1.016403 -0.194434 5.229642 0.157 0.855 0.308 -0.2742
C -0.568496 -0.677105 4.010422 -0.083 0.395 -0.477 0.1463
H -1.217359 -2.705507 3.791785 0.308 0.470 -0.297 0.4071
H -0.288505 -2.638660 1.420591 0.183 0.215 -0.011 0.2415
H 0.704704 2.112388 2.506167 -0.130 0.049 0.329 0.2577
H -0.113316 3.086116 4.739499 -0.022 -0.446 -0.104 0.2079
H -1.148358 1.606553 6.442084 0.086 -0.182 -0.409 0.2034
H -1.493814 -0.871301 5.934679 0.000 0.284 0.051 0.2013
```
Forces are in eV/Å.

---

Entry 2:
C14H18BrNO3S | the ωB97M-V functional and the def2-TZVPD basis

## Properties
Energy above the lowest of the compared OMol25 structures with the same formula, charge and spin: 1199.8 kJ/mol
Structure (SMILES): COc1ccc(S(=O)(=O)N[C@H]2C[C@@H]3CC[C@H]2C3)cc1Br
Max |F|: 15.7 eV/A
LUMO: 0.232 eV
Net charge: 0
Total energy: -103308.137 eV
HOMO energy: -8.428 eV

```
38
Properties=species:S:1:pos:R:3:forces:R:3:nbo_charge:R:1
C 6.290833 0.717154 -0.515119 -4.975 2.778 2.526 -0.2627
O 5.023589 0.429144 -1.423096 5.470 -0.088 3.017 -0.4858
C 3.910659 0.893309 -0.965294 -2.996 2.055 -0.560 0.3594
C 3.619572 1.714058 0.245459 7.839 -5.005 -7.599 -0.2686
C 2.438909 1.844874 0.598453 -5.565 3.311 5.070 -0.2642
C 1.504226 1.512186 -0.202101 -8.774 -2.019 -10.139 -0.2100
S -0.299850 1.925807 -0.098960 3.916 4.514 14.473 2.2015
O -0.365425 3.202029 1.066992 0.508 -5.215 -5.154 -0.9370
O -1.131186 1.943416 -1.162159 -2.975 0.307 -6.585 -0.8918
N -0.803719 0.634542 0.833199 1.672 1.522 6.317 -0.9006
C -1.602764 -0.346981 0.384623 -0.688 -3.129 -7.848 -0.0660
C -1.607722 -1.858213 0.810474 0.930 3.602 6.118 -0.4070
C -3.024662 -2.210656 1.207322 0.540 0.874 0.328 -0.1910
C -3.889860 -2.325880 -0.333200 -0.328 -4.483 8.442 -0.4006
C -3.910897 -1.074891 -0.840922 3.149 5.484 1.530 -0.4415
C -3.041626 -0.085904 0.355299 -4.485 0.015 -1.735 -0.1812
C -3.478928 -0.804712 1.645810 2.069 0.252 -2.192 -0.4582
C 1.581449 0.970926 -1.670902 3.257 -0.556 3.162 -0.1981
C 2.923936 0.625255 -1.969435 -3.153 2.186 3.714 -0.2307
Br 3.306677 -0.245697 -3.461470 0.682 -1.419 -2.609 0.1567
H 7.030800 0.404506 -1.080291 3.517 -1.605 -2.812 0.1804
H 6.328313 1.963146 -0.526348 -0.056 -3.535 0.826 0.2169
H 6.333784 0.067584 0.531747 -0.670 2.168 -2.647 0.2175
H 4.392759 1.544573 0.823161 3.805 0.646 3.543 0.2089
H 2.149848 2.353702 1.485943 -0.196 0.234 0.909 0.2693
H -0.983944 0.727123 1.909824 1.144 1.108 -2.665 0.4148
H -1.215872 -0.338296 -0.735769 -1.136 -0.698 1.325 0.1797
H -1.144235 -2.464706 0.186560 2.187 -2.771 -2.974 0.2009
H -0.982846 -1.797496 1.814745 -0.818 -0.649 -1.691 0.1902
H -3.053050 -3.011161 2.058592 -0.344 1.063 -1.996 0.2241
H -3.342852 -3.116568 -0.667558 0.868 -2.164 -1.900 0.2116
H -4.758536 -2.611304 0.266697 -0.693 -0.614 -1.363 0.2104
H -3.236457 -0.992777 -1.634273 0.023 0.769 -2.086 0.2200
H -4.868604 -0.665740 -0.771490 -1.258 1.097 -1.116 0.2222
H -3.431870 0.940629 0.067501 0.899 -0.968 1.000 0.2333
H -3.022734 -0.196134 2.402480 0.545 -0.610 1.218 0.2100
H -4.468084 -0.820149 1.763679 -4.144 0.350 0.764 0.2009
H 0.830369 0.553301 -2.400175 0.234 1.193 1.389 0.2665
```
Forces are in eV/Å.

---

Question: Among the records above, which one has the highest HOMO energy?
Answer: C14H18BiCl2N2

---

Question: What is the formula in the first record?
Answer: C14H18BiCl2N2

---

Question: What is the total energy in the first record?
Answer: -48674.836 eV